Molecular formula: C24H22N6O10RhS2
Method: DFT, ωB97M-V with the def2-TZVPD basis set

XYZ file:
```
65
Properties=species:S:1:pos:R:3:forces:R:3
Rh 1.599 0.947 0.351 0.0 -0.5 -0.3
C -0.705 -1.857 -3.966 0.0 0.0 0.0
C 0.588 -1.249 -4.490 0.1 0.0 0.0
N 1.107 -0.123 -3.724 -0.1 0.1 0.0
C 1.369 -0.094 -2.405 0.2 -0.2 -0.1
S 2.238 1.317 -1.815 0.1 -0.1 -0.1
N 1.080 -1.148 -1.672 -0.3 0.1 0.1
N 1.464 -0.914 -0.390 -0.1 0.0 0.0
C 1.773 -1.876 0.401 0.3 0.2 0.2
C 1.416 -3.301 0.167 0.1 -0.1 -0.1
C 2.645 -1.407 1.502 -0.1 -0.1 -0.2
C 2.991 -2.176 2.600 0.0 0.1 0.0
C 3.791 -1.614 3.581 0.0 0.0 0.0
C 4.249 -0.316 3.424 0.0 -0.1 -0.1
C 3.896 0.377 2.277 0.2 0.1 0.0
N 3.138 -0.155 1.327 -0.3 0.2 0.4
H -1.090 -2.551 -4.716 0.0 0.0 0.0
H -1.446 -1.080 -3.787 -0.1 0.0 0.0
H -0.543 -2.392 -3.034 0.0 0.0 0.0
H 0.403 -0.851 -5.489 0.1 0.0 0.0
H 1.364 -2.018 -4.583 0.0 0.0 0.1
H 1.438 0.673 -4.240 -0.1 0.0 0.0
H 0.539 -3.338 -0.476 0.0 0.0 0.0
H 1.179 -3.778 1.118 0.0 0.0 0.0
H 2.220 -3.862 -0.314 0.0 0.0 0.0
H 2.600 -3.178 2.703 0.0 0.0 0.0
H 4.036 -2.178 4.471 0.0 0.0 0.0
H 4.852 0.167 4.179 0.0 0.0 0.0
H 4.216 1.397 2.106 -0.1 0.0 0.0
O 1.262 4.655 1.954 0.0 0.1 0.0
C 1.112 3.738 1.168 0.0 0.0 -0.2
O 1.992 2.800 1.008 0.0 -0.3 0.3
C -0.079 3.775 0.219 0.0 0.1 0.0
C -0.669 5.007 0.074 0.1 0.0 0.0
C -1.711 5.201 -0.828 0.0 0.1 -0.1
C -2.166 4.176 -1.623 0.1 0.0 0.1
C -1.602 2.923 -1.465 0.0 0.1 -0.2
C -0.577 2.653 -0.512 0.0 -0.1 0.3
O -0.189 1.443 -0.319 0.2 0.2 -0.4
N -2.129 1.885 -2.348 -0.8 0.1 0.6
O -2.791 2.250 -3.312 0.3 0.0 -0.3
O -1.999 0.718 -2.036 0.2 -0.1 -0.2
N -2.325 6.516 -0.958 0.0 -0.1 0.1
O -1.871 7.428 -0.291 0.0 0.0 0.0
O -3.267 6.638 -1.725 0.0 0.0 0.0
H -0.301 5.820 0.682 0.0 0.0 0.0
H -2.949 4.332 -2.347 0.0 0.0 0.0
C -2.929 -4.393 0.278 0.0 0.0 0.0
C -2.372 -3.152 0.921 0.0 0.0 0.0
C -2.496 -1.910 0.310 0.0 0.0 0.0
C -1.994 -0.761 0.909 0.0 0.1 0.0
C -1.354 -0.854 2.133 -0.1 0.0 0.0
C -1.215 -2.086 2.758 0.0 0.0 0.1
C -1.726 -3.224 2.156 0.0 0.0 0.0
S -0.548 0.580 2.822 -0.2 -0.3 -0.2
O -1.218 1.742 2.299 0.0 0.0 0.2
O -0.510 0.405 4.251 0.0 -0.1 0.0
O 0.826 0.385 2.246 0.2 0.4 0.1
H -3.221 -4.203 -0.755 0.0 0.0 0.0
H -3.811 -4.752 0.813 0.0 0.0 0.0
H -2.196 -5.203 0.279 0.0 0.0 0.0
H -2.984 -1.835 -0.655 0.0 0.0 0.0
H -2.065 0.200 0.420 0.0 -0.1 0.0
H -0.713 -2.136 3.716 0.0 0.0 0.0
H -1.624 -4.186 2.648 0.0 0.0 0.0
```
Forces are in eV/Å.

Calculated total energy = -79338.502 eV
Orbital gap = 7.5 eV
Net charge = -1
ΔE to the lowest compared entry with this formula, charge and spin = 76.4 kJ/mol
Molecular weight = 721.51 g/mol

***

Molecular formula: C24H23BClF6N8O4PS3Ti
Method: DFT, ωB97M-V with the def2-TZVPD basis set

XYZ file:
```
72
Properties=species:S:1:pos:R:3:forces:R:3
Ti -1.561 -1.666 1.611 0.5 0.2 0.2
C 3.618 -1.037 -2.085 0.0 0.0 -0.1
N 3.439 -1.211 -0.646 0.0 0.0 0.1
C 4.351 -1.770 0.212 0.0 0.0 0.0
C 3.779 -1.778 1.443 -0.1 0.0 -0.1
N 2.524 -1.234 1.334 0.0 -0.3 0.0
B 1.483 -1.212 2.500 0.0 0.0 0.0
N 1.370 0.206 3.084 0.0 -0.2 0.1
C 2.379 0.920 3.699 0.0 0.0 -0.1
C 1.843 2.048 4.206 0.0 0.1 0.0
N 0.497 2.017 3.907 -0.1 0.0 0.0
C -0.484 3.036 4.252 0.0 0.1 0.0
C 0.232 0.888 3.225 0.2 0.1 0.0
S -1.349 0.514 2.667 -0.4 0.1 -0.2
C 2.336 -0.898 0.055 0.2 0.2 0.0
S 0.897 -0.197 -0.648 -0.1 0.1 0.0
H 4.679 -1.108 -2.309 0.0 0.0 0.0
H 3.238 -0.061 -2.374 0.0 0.0 0.0
H 3.089 -1.821 -2.624 0.0 0.0 0.0
H 5.310 -2.121 -0.123 0.0 0.0 0.0
H 4.150 -2.154 2.379 0.0 0.0 0.0
H 1.809 -2.020 3.321 0.0 0.0 0.0
H 0.411 -1.483 2.007 0.0 0.1 0.1
H 3.393 0.563 3.730 0.0 0.0 0.0
H 2.289 2.860 4.751 0.0 0.0 0.0
H -0.046 3.706 4.986 0.0 0.0 0.0
H -1.368 2.567 4.678 0.0 0.0 0.0
H -0.771 3.603 3.368 0.0 0.0 0.0
O -1.729 -5.591 -2.591 -0.1 0.0 -0.2
C -2.553 -4.610 -2.925 0.0 0.0 0.2
O -3.347 -4.694 -3.817 0.0 0.0 -0.1
C -2.455 -3.349 -2.118 0.1 0.1 -0.2
C -3.119 -2.160 -2.402 -0.1 0.0 0.1
Cl -4.184 -1.760 -3.642 0.0 0.0 0.0
N -2.798 -1.252 -1.454 0.1 0.3 -0.1
N -1.928 -1.788 -0.577 -0.1 -0.1 0.4
C -1.715 -3.037 -0.976 -0.1 -0.3 0.0
C -0.775 -3.814 -0.112 0.0 -0.1 -0.1
O -0.273 -4.854 -0.483 0.0 0.0 0.1
O -0.542 -3.215 1.016 -0.1 -0.1 0.0
C -2.975 0.176 -1.467 0.0 0.1 0.0
C -3.626 0.789 -0.411 -0.1 -0.2 0.0
C -3.701 2.173 -0.386 0.0 0.1 0.0
C -3.150 2.922 -1.415 0.0 0.0 0.0
C -2.518 2.291 -2.480 0.0 0.0 0.0
C -2.421 0.910 -2.505 0.1 -0.1 0.0
H -1.153 -5.374 -1.822 0.1 0.0 0.0
H -4.089 0.179 0.355 0.0 0.1 0.0
H -4.207 2.664 0.434 0.0 0.0 0.0
H -3.220 4.001 -1.394 0.0 0.0 0.0
H -2.098 2.875 -3.288 0.0 0.0 0.0
H -1.919 0.398 -3.316 0.0 0.0 0.0
F -3.546 -1.293 1.980 -0.1 0.0 -0.1
P -3.923 -2.644 3.078 0.1 0.0 -0.1
F -4.031 -3.866 4.023 0.0 0.0 0.1
F -3.386 -3.535 1.828 0.0 0.0 0.0
F -5.381 -2.660 2.531 0.0 0.0 0.0
F -2.237 -2.458 3.436 0.1 -0.1 -0.1
F -4.213 -1.567 4.174 0.0 0.0 0.0
C 3.699 2.418 -4.164 0.0 0.0 0.0
C 2.972 3.019 -3.001 0.0 -0.1 0.0
C 2.931 4.387 -2.776 0.0 0.0 0.0
C 2.248 4.831 -1.659 -0.1 0.0 0.0
N 1.630 3.995 -0.829 -0.1 0.0 0.1
C 1.719 2.713 -1.143 0.3 -0.1 -0.1
S 0.858 1.723 0.068 0.0 0.0 0.0
N 2.361 2.169 -2.159 -0.1 0.0 0.0
H 4.046 3.181 -4.856 0.0 0.0 0.0
H 3.045 1.727 -4.693 0.0 0.0 0.0
H 4.564 1.855 -3.809 0.0 0.0 0.0
H 3.419 5.081 -3.446 0.0 0.0 0.0
H 2.184 5.884 -1.413 0.0 0.0 0.0
```
Forces are in eV/Å.

Calculated total energy = -139792.227 eV
Orbital gap (alpha / beta) = 8.0 / 8.4 eV
Multiplicity = 2
Net charge = +1
ΔE to the lowest compared entry with this formula, charge and spin = 0.0 kJ/mol
Molecular weight = 822.79 g/mol

***

Molecular formula: C24H23BrN2O6S
Method: DFT, ωB97M-V with the def2-TZVPD basis set

XYZ file:
```
57
Properties=species:S:1:pos:R:3:forces:R:3
C 4.944 2.803 2.147 -0.2 -0.4 -0.1
C 3.854 1.744 2.172 0.0 0.3 0.2
O 4.197 0.762 1.203 0.0 0.1 0.1
C 3.414 -0.324 1.057 -0.2 -0.2 0.1
C 2.198 -0.543 1.705 0.3 0.3 0.0
C 1.439 -1.660 1.407 0.1 -0.1 -0.1
C 1.905 -2.583 0.486 0.1 0.0 0.0
Br 0.838 -4.074 0.045 -0.1 -0.1 0.0
C 3.119 -2.401 -0.152 -0.1 -0.2 0.2
C 3.856 -1.273 0.133 0.7 0.3 -0.2
S 5.282 -0.877 -0.886 0.1 0.2 0.1
O 6.446 -0.566 -0.120 -0.1 0.2 0.2
O 5.387 -1.881 -1.897 -0.4 -0.1 -0.1
N 4.794 0.587 -1.606 0.7 -0.6 0.2
C 3.421 0.716 -1.772 -1.0 0.0 -0.4
C 2.722 -0.344 -2.354 0.0 0.3 -0.2
C 1.347 -0.382 -2.293 -0.2 0.2 0.1
C 0.646 0.655 -1.679 0.3 0.0 -0.1
C -0.793 0.545 -1.379 -0.2 0.3 0.1
O -1.493 1.444 -0.975 0.0 -0.1 -0.1
O -1.246 -0.710 -1.556 0.1 -0.2 -0.1
C -2.550 -0.941 -1.064 -0.1 0.2 0.0
C -2.568 -0.702 0.452 0.1 -0.1 -0.4
O -1.556 -0.795 1.119 0.2 -0.1 0.0
N -3.770 -0.385 0.970 -0.3 0.1 0.3
C -3.893 -0.090 2.383 0.2 0.0 0.3
C -4.963 -0.298 0.203 -0.2 -0.1 -0.2
C -5.506 0.946 -0.093 0.1 -0.1 0.0
C -6.684 1.027 -0.813 0.0 0.1 0.0
C -7.323 -0.127 -1.236 -0.1 0.0 0.0
C -6.782 -1.366 -0.940 -0.1 0.0 -0.1
C -5.604 -1.456 -0.219 0.1 0.1 0.1
C 1.338 1.781 -1.237 -0.2 -0.1 -0.1
C 2.716 1.815 -1.283 0.2 -0.1 -0.1
H 5.912 2.333 2.299 0.1 0.0 0.0
H 4.770 3.532 2.932 0.0 0.1 0.1
H 4.956 3.313 1.188 0.0 0.1 -0.1
H 3.798 1.281 3.165 -0.1 0.0 -0.1
H 2.878 2.184 1.928 0.1 -0.1 0.0
H 1.812 0.170 2.414 0.0 0.1 0.1
H 0.468 -1.782 1.860 0.0 0.0 0.0
H 3.495 -3.095 -0.888 -0.1 -0.1 -0.1
H 5.238 1.363 -1.136 0.1 0.0 0.2
H 3.286 -1.149 -2.796 0.0 -0.1 -0.1
H 0.806 -1.226 -2.692 0.0 -0.1 0.0
H -2.770 -1.988 -1.284 0.0 0.1 0.0
H -3.271 -0.285 -1.563 0.1 -0.2 0.1
H -4.578 -0.796 2.856 0.0 0.0 0.0
H -2.905 -0.181 2.830 -0.1 0.0 0.0
H -4.268 0.924 2.528 0.0 0.0 0.0
H -4.992 1.840 0.227 0.1 0.1 0.0
H -7.102 1.994 -1.048 0.0 0.1 0.0
H -8.242 -0.059 -1.798 -0.1 0.0 0.0
H -7.279 -2.267 -1.267 0.0 -0.1 0.0
H -5.178 -2.418 0.022 0.1 -0.1 0.1
H 0.776 2.597 -0.809 0.0 0.1 0.1
H 3.258 2.666 -0.897 0.1 0.1 0.1
```
Forces are in eV/Å.

Calculated total energy = -121404.464 eV
Orbital gap = 9.1 eV
Net charge = 0
Molecular weight = 547.43 g/mol
SMILES = CCOc1ccc(Br)cc1S(=O)(=O)Nc1ccc(C(=O)OCC(=O)N(C)c2ccccc2)cc1